# 1
ORCA calculation (ωB97M-V/def2-TZVPD) on a gas-phase ion, C9H13N2O (charge +1).

LUMO level	-2.722	eV
energy above the lowest of the compared OMol25 structures with the same formula, charge and spin	576.99	kJ/mol
SMILES string	C#C[C@@]12C[C@@H](C)[N@@H+]3CCN[C@]31O2
E_HOMO	-13.2	eV
charge	+1
energy	-14559.9204	eV

Geometry as XYZ:
```
25
C9H13N2O (ωB97M-V/def2-TZVPD)
O -1.08656 0.47583 1.19696
N -0.45156 2.06109 -0.51416
N 0.92084 0.25781 -0.19650
C 1.69757 -2.19463 -0.28484
C -3.05500 -0.23826 -0.23209
C -1.68809 -0.34534 0.20662
C -4.23451 -0.33082 -0.42093
C 0.71944 -1.16579 0.33567
C -0.80887 -1.65622 0.22569
C -0.55340 0.72730 -0.05812
C 0.91668 2.60342 -0.10288
C 1.69840 1.34171 0.37887
H 1.25868 0.09782 -1.12076
H 0.77357 3.35485 0.65762
H 1.26168 -3.26495 -0.33673
H 1.87499 -1.97517 -1.30277
H 1.61628 1.36525 1.42697
H 1.23357 2.84191 -1.09170
H -1.16548 -2.26858 1.07207
H -1.17041 2.65304 -0.14663
H -5.17939 -0.14943 -0.84305
H 1.06501 -0.95652 1.28629
H 2.77617 1.16534 0.10906
H 2.50219 -2.19805 0.36603
H -0.92181 -2.20160 -0.61071
```

# 2
ORCA calculation (ωB97M-V/def2-TZVPD) on a molecular structure, C9H13N2O7V.

LUMO level	-1.477	eV
E_HOMO	-9.5	eV
energy	-52531.1815	eV

Geometry as XYZ:
```
32
C9H13N2O7V (ωB97M-V/def2-TZVPD)
V -0.24534 1.14125 4.18849
O -1.68222 1.75381 4.41644
O 1.68482 -0.44622 -0.12660
O 2.12115 0.21188 1.94672
O 0.58243 1.04141 2.91924
O -1.80177 -2.66827 -3.79347
O -1.65969 -1.19211 -5.29230
O -0.28894 -0.43963 4.63476
N 2.00422 -0.64943 1.05394
N -1.39982 -1.56800 -4.17176
C -0.71960 -0.65489 -3.21051
C -0.18883 -0.18586 -0.85812
C -0.02192 1.55508 -2.52056
C -0.01521 1.15422 -1.20412
C -0.01555 0.98669 1.66341
C 2.49701 -1.99614 1.50338
C -1.54664 1.11354 1.57750
C -0.56915 -1.08428 -1.87792
C -0.40953 0.66798 -3.49807
H 0.58403 0.21829 1.17537
H 0.33086 1.88439 1.15133
H 0.18489 1.85580 -0.40777
H -1.02257 -1.99288 -1.51018
H -1.76397 2.17014 1.73396
H -0.18897 -0.73163 0.07382
H 3.54970 -2.12377 1.25108
H -0.37780 0.91033 -4.55005
H 1.82248 -2.66102 0.96388
H 2.38675 -2.22360 2.56366
H -2.09030 0.56021 2.34323
H 0.15911 2.59788 -2.73549
H -1.89963 0.79484 0.59672
```

# 3
ORCA calculation (ωB97M-V/def2-TZVPD) on 2 unconnected molecules or ions with the total composition C9H13N3.

LUMO level	0.951	eV
energy above the lowest of the compared OMol25 structures with the same formula, charge and spin	241.75	kJ/mol
SMILES string	Nc1cn[nH]c1.C#C/C=C/CC
E_HOMO	-8.0	eV
energy	-14010.7058	eV

Geometry as XYZ:
```
25
C9H13N3 (ωB97M-V/def2-TZVPD)
N -3.11372 0.48108 -1.12803
N -0.48249 0.27360 1.26364
N -3.84443 0.09162 -0.08138
C 1.68150 2.28720 -0.13993
C 1.52094 -2.64885 0.30042
C 1.53070 -1.51443 -0.72092
C -2.96830 -0.00624 0.90857
C 1.60169 -0.15206 -0.08660
C 1.73360 3.37941 0.37201
C 1.61831 1.00082 -0.76663
C -1.65495 0.32894 0.49481
C -1.79483 0.64119 -0.84199
H 1.58216 0.99738 -1.85260
H 0.20923 0.93494 0.95143
H 0.65302 -2.56628 0.97916
H 0.63564 -1.57610 -1.34635
H 1.64862 -0.13000 0.98637
H -1.07928 0.94966 -1.59821
H -0.67250 0.45549 2.26145
H -3.30170 -0.31844 1.90128
H 1.47366 -3.62707 -0.18540
H -3.58200 0.62469 -2.00938
H 2.38522 -1.63728 -1.40565
H 1.79517 4.35574 0.82680
H 2.42472 -2.62498 0.91711
```

# 4
ORCA calculation (ωB97M-V/def2-TZVPD) on a molecular structure, C9H13N3O.

LUMO level	0.488	eV
energy above the lowest of the compared OMol25 structures with the same formula, charge and spin	229.08	kJ/mol
E_HOMO	-8.2	eV
energy	-16059.8788	eV

Geometry as XYZ:
```
26
C9H13N3O (ωB97M-V/def2-TZVPD)
O -2.81950 -1.37833 -3.10852
N -1.15707 -2.90215 -3.02636
N -1.21341 -1.00953 -1.58139
N 0.34319 -0.51409 0.07294
C 0.72551 -2.37230 -1.53997
C -1.09688 0.53106 1.73912
C 0.01070 -3.14904 -2.51488
C 1.72779 -0.46682 0.45590
C -0.03561 -1.30145 -1.01368
C -1.80674 -1.83047 -2.61600
C -1.91055 0.13380 -0.96795
C -0.50213 0.61392 0.33125
C -0.03047 1.95175 -0.24325
H 2.23267 -1.43618 0.32365
H -2.80043 -0.15595 -0.40438
H -0.42405 2.64684 0.42312
H -2.09596 -0.02445 1.69880
H -0.47824 -0.11467 2.42775
H 1.01457 2.06400 -0.43045
H 1.71834 -2.54487 -1.17330
H 0.49413 -4.08448 -2.80384
H 1.92823 -0.36759 1.49873
H 2.21259 0.27372 -0.03166
H -1.22245 1.42171 2.27057
H -1.91757 0.96409 -1.68916
H -0.52192 2.12930 -1.20080
```

# 5
ORCA calculation (ωB97M-V/def2-TZVPD) on C9H13N3O2 in the gas phase.

LUMO level	0.797	eV
energy above the lowest of the compared OMol25 structures with the same formula, charge and spin	180.80	kJ/mol
SMILES string	[H]/N=C(\C(N)N)C(O)(O)c1ccccc1
E_HOMO	-9.1	eV
energy	-18106.4769	eV

Geometry as XYZ:
```
27
C9H13N3O2 (ωB97M-V/def2-TZVPD)
O -1.22815 1.42104 -0.51813
O -0.85211 1.85264 1.56222
N -1.97878 -0.23243 1.97407
N -0.95024 -1.58759 -1.23604
N -3.12379 -0.77307 -0.92125
C -1.97454 -1.36525 -0.27970
C 1.69592 0.03597 1.30249
C 3.52001 0.35285 -0.28974
C 1.29296 0.85158 -0.89615
C -1.52472 -0.38694 0.83773
C 2.61748 0.80086 -1.22177
C 0.82365 0.57151 0.40302
C -0.62689 0.84240 0.56627
C 3.11999 0.06893 1.00956
H -0.62793 2.21149 -0.71636
H -2.32700 -2.24496 0.07369
H 1.41631 -0.39789 2.25640
H -0.01319 -1.92403 -1.05269
H 3.76923 -0.30255 1.73976
H -1.23493 -2.04231 -2.05673
H 0.74947 1.18719 -1.75526
H 4.59077 0.53192 -0.34514
H 3.12650 0.97723 -2.15691
H -1.20648 1.53383 2.27784
H -2.60220 -0.95024 2.36499
H -3.35995 -1.22556 -1.87391
H -3.09137 0.19338 -1.04826
```

# 6
ORCA calculation (ωB97M-V/def2-TZVPD) on C9H13N3O2S in the gas phase.

LUMO level	0.477	eV
energy above the lowest of the compared OMol25 structures with the same formula, charge and spin	0.00	kJ/mol
SMILES string	N[C@]1(S(N)(=O)=O)NCCc2ccccc21
E_HOMO	-9.1	eV
energy	-28942.9853	eV

Geometry as XYZ:
```
28
C9H13N3O2S (ωB97M-V/def2-TZVPD)
S 0.49141 1.11350 1.90190
O -0.25102 2.19197 2.53552
O 0.26839 -0.21130 2.44266
N 2.08176 1.59579 2.31926
N 1.56458 0.61381 -0.47121
N 0.03798 2.38959 -0.42631
C 0.78751 -1.53339 -1.28441
C 0.33857 1.07246 -0.00569
C -0.59595 -1.20455 -0.72960
C -0.88880 0.03475 -0.17531
C -2.83649 -1.91279 -0.24865
C -1.56636 -2.18285 -0.84802
C 1.87665 -0.79275 -0.61007
C -2.08332 0.30050 0.46572
C -3.12458 -0.57217 0.27532
H -4.03210 -0.49901 0.84864
H 0.95542 2.83033 -0.72847
H 2.86998 -0.86394 -1.11959
H -1.39813 -3.18901 -1.25180
H 0.88126 -1.15388 -2.29648
H 1.02308 -2.65112 -1.32844
H -3.60749 -2.71693 -0.20446
H 2.02161 -1.26730 0.46286
H -0.35759 2.92151 0.41499
H -2.27044 1.22365 0.89680
H 2.21476 1.08459 0.12302
H 1.76107 2.37097 2.93866
H 2.47080 0.83023 2.91115
```